Computed, not measured: a structure of composition C17H24AsCeIN3Se3Te in a non-equilibrium geometry, with wB97M-V/def2-TZVPD.

The value obtained for the orbital gap (spin up / spin down) is 6.38 / 6.39 eV. As for the total charge: +1. Its spin multiplicity is 1. As for the energy: -307685.26800 eV. Its molar mass is 976.822 g mol⁻¹. The value obtained for the LUMO energy (spin up / spin down) is -4.872 / -4.867 eV. The calculation puts the energy relative to the best compared isomer or geometry (same formula, charge and spin) at 0.000 eV.

Atoms and positions in Å:
Ce (-2.26, 0.50, 2.13)
Se (-1.20, 0.00, 4.67)
Se (-3.46, 0.72, 4.71)
Te (-4.76, -1.15, 3.66)
Se (-4.38, -0.78, 1.21)
C (-2.55, 1.74, -2.51)
C (-2.37, 1.65, -1.14)
N (-1.88, 0.55, -0.54)
C (-1.61, -0.50, -1.32)
C (-1.77, -0.52, -2.70)
C (-2.26, 0.65, -3.30)
C (-1.57, -1.71, -3.51)
C (-0.62, -2.65, -3.39)
C (0.52, -2.68, -2.48)
C (1.01, -3.91, -2.04)
C (2.13, -3.90, -1.24)
N (2.76, -2.77, -0.93)
C (2.23, -1.66, -1.41)
N (1.13, -1.54, -2.14)
H (-2.94, 2.67, -2.94)
H (-2.63, 2.48, -0.49)
H (-1.27, -1.40, -0.81)
H (-2.38, 0.68, -4.38)
H (-2.32, -1.84, -4.31)
H (-0.67, -3.52, -4.06)
H (0.51, -4.85, -2.31)
H (2.56, -4.80, -0.82)
H (2.76, -0.73, -1.18)
C (2.04, 3.37, 2.68)
C (1.76, 1.89, 2.93)
As (0.58, 0.93, 1.62)
C (1.43, 1.53, -0.09)
C (0.86, 2.89, -0.49)
C (1.44, -0.83, 1.94)
C (0.46, -1.94, 1.62)
H (2.56, 3.80, 3.55)
H (1.11, 3.94, 2.52)
H (2.69, 3.50, 1.80)
H (1.23, 1.78, 3.89)
H (2.69, 1.32, 2.98)
H (1.17, 0.78, -0.85)
H (2.52, 1.56, 0.04)
H (-0.22, 2.81, -0.63)
H (1.31, 3.25, -1.43)
H (1.03, 3.65, 0.28)
H (1.69, -0.85, 3.02)
H (2.37, -0.92, 1.36)
H (-0.45, -1.84, 2.25)
H (0.88, -2.94, 1.82)
H (0.16, -1.91, 0.56)
I (-2.02, 3.50, 2.20)

Atom charges from the Mulliken analysis, given in e for atoms 1 to 2:
1. Ce 0.967
2. Se -0.183


Computed, not measured: a structure of composition C17H24AsN2O3SSbSe4V in a non-equilibrium geometry, with wB97M-V/def2-TZVPD.

The value obtained for the orbital gap (spin up / spin down) is 5.98 / 6.26 eV. Its spin multiplicity is 2. As for the energy: -392425.81644 eV. Its molar mass is 899.923 g mol⁻¹. The value obtained for the LUMO energy (spin up / spin down) is -1.392 / -1.119 eV. The calculation puts the energy relative to the best compared isomer or geometry (same formula, charge and spin) at 1.378 eV.

Atoms and positions in Å:
V (1.48, -0.47, 0.46)
C (-5.23, -0.05, 0.64)
O (-4.65, 1.01, -0.11)
C (-3.30, 1.07, -0.17)
C (-2.77, 2.14, -0.90)
C (-1.41, 2.30, -0.99)
C (-0.53, 1.39, -0.39)
C (0.93, 1.66, -0.27)
C (1.44, 3.06, -0.51)
O (1.82, 0.77, -0.78)
C (-1.08, 0.29, 0.29)
O (-0.28, -0.62, 0.88)
C (-2.46, 0.15, 0.44)
H (-6.31, 0.10, 0.58)
H (-4.91, -0.02, 1.68)
H (-4.98, -1.02, 0.20)
H (-3.46, 2.83, -1.38)
H (-1.01, 3.15, -1.52)
H (1.45, 3.21, -1.59)
H (2.48, 3.13, -0.17)
H (0.85, 3.84, -0.06)
H (-2.82, -0.70, 0.99)
Se (4.13, -4.74, -2.72)
Sb (2.75, -4.50, -0.62)
Se (5.17, -5.25, -0.61)
Se (1.07, -6.08, -0.17)
Se (2.94, -2.33, 0.77)
N (2.58, -1.40, -2.72)
C (1.40, -2.09, -2.54)
C (1.10, -3.19, -3.36)
C (-0.12, -3.80, -3.21)
C (-1.03, -3.29, -2.29)
C (-0.65, -2.20, -1.54)
N (0.55, -1.60, -1.62)
H (3.35, -1.92, -3.12)
H (2.83, -0.75, -1.99)
H (1.82, -3.52, -4.09)
H (-0.36, -4.67, -3.81)
H (-2.01, -3.73, -2.15)
H (-1.35, -1.80, -0.82)
C (2.30, 2.98, 2.76)
As (0.94, 1.75, 2.13)
C (-0.57, 3.03, 2.10)
C (0.13, 0.76, 3.59)
S (2.84, -0.08, 2.12)
H (2.03, 3.99, 2.44)
H (3.27, 2.70, 2.37)
H (2.32, 2.93, 3.84)
H (-0.60, 3.46, 3.10)
H (-1.51, 2.51, 1.92)
H (-0.47, 3.84, 1.38)
H (0.13, 1.41, 4.46)
H (0.67, -0.16, 3.79)
H (-0.90, 0.54, 3.30)

Atom charges from the Mulliken analysis, given in e for atoms 1 to 2:
1. V 0.450
2. C -0.797


Computed, not measured: a structure of composition C17H24B2CrF4N7O5S2 in a non-equilibrium geometry, with wB97M-V/def2-TZVPD.

The value obtained for the orbital gap (spin up / spin down) is 5.13 / 4.88 eV. As for the total charge: +1. Its spin multiplicity is 3. As for the energy: -101000.75291 eV. Its molar mass is 620.169 g mol⁻¹. The value obtained for the LUMO energy (spin up / spin down) is -4.861 / -5.126 eV.

Atoms and positions in Å:
Cr (-0.24, -1.00, 0.43)
C (-0.32, -3.82, 3.64)
C (0.01, -2.75, 2.66)
N (-0.56, -2.65, 1.52)
O (-1.58, -3.45, 1.24)
B (-1.39, -4.24, -0.06)
F (-2.52, -4.93, -0.30)
F (-0.22, -4.99, 0.08)
O (-1.18, -3.24, -1.19)
N (-0.12, -2.45, -0.96)
C (0.96, -2.67, -1.59)
C (1.17, -3.79, -2.53)
C (1.98, -1.60, -1.32)
N (1.53, -0.73, -0.52)
O (2.25, 0.35, -0.27)
B (1.63, 1.11, 0.87)
F (0.23, 1.16, 0.53)
F (2.21, 2.31, 1.01)
O (1.73, 0.31, 2.13)
N (1.00, -0.79, 2.01)
C (0.96, -1.64, 2.96)
C (1.70, -1.51, 4.24)
C (3.32, -1.56, -1.94)
H (-0.83, -4.63, 3.14)
H (-0.99, -3.42, 4.41)
H (0.58, -4.18, 4.12)
H (0.38, -4.52, -2.42)
H (2.13, -4.26, -2.34)
H (1.17, -3.42, -3.56)
H (2.30, -0.61, 4.24)
H (2.34, -2.38, 4.38)
H (0.99, -1.48, 5.07)
H (3.24, -1.35, -3.02)
H (3.81, -2.53, -1.83)
H (3.93, -0.79, -1.48)
O (-1.56, -0.38, 1.73)
N (-2.75, 0.15, 1.39)
C (-3.53, 0.63, 2.39)
C (-4.77, 1.12, 2.11)
C (-5.22, 1.10, 0.78)
C (-4.40, 0.61, -0.21)
C (-3.12, 0.16, 0.11)
S (-1.98, -0.34, -1.06)
H (-3.10, 0.58, 3.38)
H (-5.38, 1.51, 2.90)
H (-6.21, 1.47, 0.53)
H (-4.72, 0.57, -1.24)
C (-0.64, 5.68, -2.86)
N (0.47, 4.83, -2.48)
C (1.83, 5.36, -2.44)
C (2.66, 4.14, -2.01)
N (1.70, 3.04, -2.21)
C (0.42, 3.49, -2.34)
S (-0.95, 2.53, -2.35)
H (-0.60, 5.93, -3.92)
H (-0.61, 6.60, -2.28)
H (-1.57, 5.14, -2.66)
H (1.90, 6.18, -1.73)
H (2.12, 5.74, -3.43)
H (2.96, 4.21, -0.97)
H (3.54, 3.99, -2.63)
H (1.87, 2.14, -1.82)

Atom charges from the Mulliken analysis, given in e for atoms 1 to 2:
1. Cr -0.809
2. C -1.662


Computed, not measured: a cluster of 2 separate species, C17H24BF13NO5S in total in a non-equilibrium geometry, with wB97M-V/def2-TZVPD.

The value obtained for the orbital gap is 5.83 eV. As for the total charge: -1. Its spin multiplicity is 1. As for the energy: -76583.85546 eV. Its molar mass is 612.234 g mol⁻¹. The value obtained for the LUMO energy is 2.075 eV.

Atoms and positions in Å:
N (2.54, 4.23, 2.85)
C (1.19, 3.92, 3.39)
C (0.53, 2.74, 2.49)
O (0.77, 2.93, 1.06)
C (-1.02, 2.69, 2.83)
C (-1.61, 1.23, 2.57)
C (-3.20, 0.97, 2.79)
O (-3.13, -0.20, 3.65)
B (-1.78, -0.64, 4.06)
C (-1.43, -2.24, 4.12)
C (-0.89, -2.87, 2.74)
C (0.66, -2.72, 2.47)
F (1.17, -4.04, 2.22)
F (1.29, -2.34, 3.69)
C (1.08, -1.66, 1.34)
F (0.00, -0.89, 0.85)
F (1.86, -0.68, 2.03)
C (2.06, -2.19, 0.21)
F (2.52, -1.04, -0.48)
F (3.23, -2.75, 0.77)
C (1.51, -3.19, -0.89)
F (2.34, -2.98, -2.03)
F (1.80, -4.52, -0.52)
C (0.04, -2.98, -1.41)
F (-0.89, -3.29, -0.38)
F (-0.14, -1.66, -1.88)
C (-0.40, -3.92, -2.64)
F (-1.60, -4.58, -2.33)
F (0.51, -4.89, -2.99)
F (-0.71, -3.13, -3.77)
O (-0.86, 0.30, 3.38)
H (2.95, 3.36, 2.46)
H (2.44, 4.86, 2.04)
H (1.27, 3.49, 4.44)
H (0.48, 4.81, 3.37)
H (1.09, 1.78, 2.79)
H (1.55, 2.38, 0.88)
H (-1.15, 2.91, 3.96)
H (-1.58, 3.49, 2.22)
H (-1.52, 1.12, 1.43)
H (-3.86, 1.83, 3.14)
H (-3.65, 0.50, 1.85)
H (-1.71, -0.28, 5.22)
H (-0.79, -2.51, 5.03)
H (-2.44, -2.77, 4.32)
H (-1.11, -4.00, 2.81)
H (-1.58, -2.49, 1.92)
C (-0.74, 0.52, -5.07)
C (0.49, 0.48, -5.99)
C (0.92, 1.93, -6.24)
S (0.41, 2.86, -4.80)
O (-0.60, 3.81, -5.20)
O (1.58, 3.26, -4.05)
C (-0.38, 1.50, -3.96)
H (-0.98, -0.47, -4.67)
H (-1.61, 0.89, -5.63)
H (1.29, -0.07, -5.49)
H (0.27, -0.03, -6.92)
H (2.00, 2.01, -6.35)
H (0.42, 2.35, -7.11)
H (-1.26, 1.86, -3.41)
H (0.34, 1.07, -3.26)

Atom charges from the Mulliken analysis, given in e for atoms 1 to 2:
1. N -0.723
2. C -0.683


Question: What is the energy in the second record?
Answer: -392425.81644 eV